ORCA calculation (ωB97M-V/def2-TZVPD) on a 2-piece molecular cluster, CH5S3 overall.

Structure (XYZ):
```
9
Properties=species:S:1:pos:R:3:forces:R:3:nbo_charge:R:1
S 2.2880 -0.4332 1.2466 -0.287 -0.064 -0.092 -0.5140
H 1.6702 0.7572 1.3416 0.038 -0.138 -0.087 0.1135
C -1.2281 0.4732 -0.1176 0.189 0.912 -0.181 -0.7732
S -1.2193 -1.0562 -1.0551 0.016 -0.337 -0.005 -0.0034
S 0.7342 -1.3629 -1.6507 -0.076 0.084 0.054 -0.6221
H -0.5741 1.2369 -0.5572 -0.075 -0.240 -0.321 0.2082
H -2.2524 0.8390 -0.2258 -0.013 0.077 0.349 0.2011
H -0.9191 0.4440 0.9300 -0.231 -0.507 0.035 0.1981
H 1.5006 -0.8980 0.0882 0.440 0.214 0.247 0.1918
```
Forces are in eV/Å.

Summary:
M	113.25	g mol⁻¹
HOMO level	-2.728	eV
HOMO-LUMO gap	6.3	eV
energy relative to the best compared isomer or geometry (same formula, charge and spin)	13.30	kJ/mol
multiplicity	1
total charge	-1


ORCA calculation (ωB97M-V/def2-TZVPD) on one molecule with the formula C10H16N2OS.

Structure (XYZ):
```
30
Properties=species:S:1:pos:R:3:forces:R:3:nbo_charge:R:1
C 0.3145 -2.5866 1.9115 -0.009 0.092 0.483 -0.4756
C 0.9770 -1.4170 2.1224 -0.450 -0.576 -0.007 0.2754
C 0.0450 -3.1720 0.6231 -0.078 -0.120 -0.013 0.6306
C -0.3479 2.5128 -2.1279 0.312 -0.093 -0.062 -0.3987
C 0.3096 2.4775 -0.7528 -0.302 0.191 0.028 -0.4018
C -0.4559 1.0962 -2.6811 -0.317 0.165 -0.025 -0.4032
C -0.5167 1.6259 0.2096 0.339 0.044 0.074 -0.4310
C -1.2989 0.2302 -1.7467 0.271 -0.130 -0.201 -0.4253
C -0.7395 0.2241 -0.3337 0.170 -0.068 0.184 -0.3558
C 1.3286 -0.9759 3.5148 0.029 0.069 -0.090 -0.6493
N 1.4435 -0.6261 1.1308 0.833 0.898 -0.464 -0.8662
N 0.1253 -2.3305 -0.4798 0.982 2.095 -0.498 -0.8182
O -0.2682 -4.3347 0.4354 -0.058 -0.059 0.018 -0.6118
S 0.9109 -0.6751 -0.3368 -1.982 -2.204 0.420 1.2379
H 0.0948 -3.2179 2.7570 -0.046 -0.099 0.060 0.2290
H -1.3448 2.9502 -2.0408 -0.086 0.055 -0.030 0.1941
H 0.2267 3.1419 -2.8089 -0.007 0.042 -0.018 0.2121
H 1.3163 2.0611 -0.8412 0.098 0.074 0.011 0.1974
H 0.4024 3.4897 -0.3546 0.104 -0.040 0.031 0.2169
H -0.9078 1.1071 -3.6748 0.070 -0.052 -0.016 0.2162
H 0.5462 0.6720 -2.7743 0.051 -0.002 -0.128 0.1954
H -0.0116 1.5592 1.1753 -0.118 0.040 0.045 0.2331
H -1.4898 2.0988 0.3668 -0.040 -0.056 0.034 0.2145
H -2.3189 0.6274 -1.7163 0.016 -0.100 0.063 0.2192
H -1.3545 -0.7926 -2.1217 -0.150 -0.053 -0.019 0.2200
H -1.3774 -0.3631 0.3296 0.162 -0.058 0.045 0.2450
H 0.4290 -0.6601 4.0415 -0.049 0.033 0.023 0.2286
H 2.0191 -0.1387 3.4716 0.054 0.019 0.034 0.2291
H 1.7758 -1.7911 4.0786 0.018 -0.036 0.027 0.2293
H 0.1670 -2.7926 -1.3766 0.184 -0.073 -0.009 0.4131
```
Forces are in eV/Å.

Summary:
M	212.32	g mol⁻¹
HOMO level	-8.040	eV
HOMO-LUMO gap	8.6	eV
energy relative to the best compared isomer or geometry (same formula, charge and spin)	99.60	kJ/mol
multiplicity	1


ORCA calculation (ωB97M-V/def2-TZVPD) on one molecule with the formula CN2OS.

Structure (XYZ):
```
5
Properties=species:S:1:pos:R:3:forces:R:3:nbo_charge:R:1
C 0.0532 -1.0186 0.0002 -1.246 1.181 -0.968 0.8676
N -0.7869 -0.0689 0.0219 0.785 -0.819 0.465 -0.4028
N -0.5864 1.2484 0.0187 -1.169 -0.215 -0.189 -0.3261
O 0.5100 -2.0365 -0.2594 0.508 -0.385 0.482 -0.4083
S 0.8101 1.8757 0.2185 1.123 0.237 0.210 0.2696
```
Forces are in eV/Å.

Summary:
SMILES string	O=C=NN=S
M	88.09	g mol⁻¹
HOMO level	-9.244	eV
HOMO-LUMO gap	7.7	eV
energy relative to the best compared isomer or geometry (same formula, charge and spin)	156.99	kJ/mol
multiplicity	1


Question: Which of these has the highest energy relative to the best compared isomer or geometry (same formula, charge and spin)?
Answer: CN2OS


Question: Which value of multiplicity does entry 3 give?
Answer: 1